No. 1
{"formula": "C34H45MnN4O3SSe", "method": "ωB97M-V with the def2-TZVPD basis set", "homo_energy_ev": [-10.80, -10.88], "spin_multiplicity": 6, "fmax_ha_per_bohr": 0.0340, "s_squared": 8.7616, "lumo_ev": [-2.31, -2.82], "charge": 1, "relative_energy_kcal_mol": 16.3, "gap_ev": [8.5, 8.1], "species": ["Se", "Mn", "S", "O", "O", "O", "N", "N", "N", "N", "C", "C", "C", "C", "C", "C", "C", "C", "C", "C", "C", "C", "C", "C", "C", "C", "C", "C", "C", "C", "C", "C", "C", "C", "C", "C", "C", "C", "C", "C", "C", "C", "C", "C", "H", "H", "H", "H", "H", "H", "H", "H", "H", "H", "H", "H", "H", "H", "H", "H", "H", "H", "H", "H", "H", "H", "H", "H", "H", "H", "H", "H", "H", "H", "H", "H", "H", "H", "H", "H", "H", "H", "H", "H", "H", "H", "H", "H", "H"], "coordinates": [[0.865537, -1.056554, -1.870174], [-0.102313, 0.523389, -0.315404], [0.814197, 1.568778, 1.629556], [-1.836871, -0.098302, 0.291704], [-4.040809, 0.058176, 0.356150], [-1.528163, 1.667696, -1.541524], [2.247129, 3.518915, 0.645507], [0.183757, -2.393918, 0.607082], [2.197980, -1.473224, 0.634643], [0.714463, 4.132225, 2.269581], [4.848468, -2.655862, -0.378902], [-2.340231, -1.102205, -4.576168], [-4.375612, 4.552525, -2.114578], [-0.016422, -4.898673, -1.083657], [-3.877446, 2.248520, -1.582241], [-2.140141, -0.128587, -3.609653], [1.995382, -2.030212, 1.878041], [-4.374338, -1.750902, -3.514823], [1.271292, 3.201817, 1.505163], [1.067985, -1.643327, -0.101951], [4.193502, -1.354942, -0.834745], [-3.476022, 3.504543, -2.036696], [-1.048305, -4.424547, -0.060337], [-2.961378, 0.293787, -0.125666], [3.329540, -0.675791, 0.228185], [2.775161, -2.041833, 3.023848], [-2.866862, 1.116067, -1.502214], [-3.456759, -1.914341, -4.538655], [-6.098562, 3.136322, -1.268678], [-4.180871, -0.778276, -2.550142], [0.237541, 3.421450, 4.574641], [-5.690479, 4.375245, -1.727462], [-0.333927, 3.868346, 3.236013], [2.913205, 4.800126, 0.516314], [-5.206014, 2.080791, -1.204012], [-1.081310, -2.907894, 0.132838], [2.254583, -2.667644, 4.139004], [0.717253, -2.618578, 1.858310], [0.985700, -3.244671, 4.122533], [3.970205, 5.023128, 1.593871], [0.195207, -3.226221, 2.990410], [-0.386354, -4.570060, -2.522574], [5.861141, -2.470623, 0.745332], [-3.067415, 0.057528, -2.585212], [-2.045476, -4.726863, -0.380650], [-0.575297, 3.223023, 5.264692], [0.611599, -3.706799, 5.020605], [3.915856, -0.453741, 1.119341], [4.080504, -3.366678, -0.067592], [-5.245491, -2.384831, -3.465626], [-1.243363, 0.476272, -3.692642], [2.938359, 0.268329, -0.184098], [-0.396191, -3.497263, -2.698198], [0.822095, 2.512841, 4.452819], [-1.857829, -2.630773, 0.852985], [-0.984945, 3.088196, 2.838152], [0.341203, -5.007772, -3.199154], [-6.386097, 5.197480, -1.778429], [-0.912591, 4.785064, 3.352675], [-3.607673, -2.668667, -5.294664], [4.964731, -0.640807, -1.125480], [2.837169, -2.688470, 5.046984], [3.738717, -1.559852, 3.062628], [1.127756, 5.052791, 2.289459], [-5.545590, 1.135223, -0.821220], [2.652804, 2.730791, 0.160491], [3.387330, 4.815029, -0.464646], [-7.121041, 2.990890, -0.957270], [5.358945, -3.082338, -1.242380], [3.532320, 5.020008, 2.588941], [-0.799748, -3.633904, 2.994878], [-1.614139, -1.220805, -5.365427], [-4.045758, 5.512910, -2.481228], [-4.900894, -0.682409, -1.755138], [-1.400230, 2.003586, -2.439914], [-0.846609, -4.903001, 0.899185], [-2.455907, 3.697235, -2.340250], [-1.308765, -2.420009, -0.819643], [0.871346, 4.193446, 5.001617], [6.565146, -1.675814, 0.504950], [6.423767, -3.389032, 0.896227], [4.730980, 4.248093, 1.553573], [-1.366300, -4.969508, -2.767294], [4.454860, 5.980838, 1.429606], [5.370208, -2.228285, 1.684275], [2.163216, 5.594182, 0.540782], [0.959680, -4.468264, -0.849110], [0.080840, -5.979934, -0.984645], [3.577879, -1.562592, -1.713423]], "forces_ev_per_a": [[0.309, -0.310, -0.490], [-0.760, 1.182, -0.274], [-0.125, -0.599, 0.604], [1.010, -0.590, 0.906], [-0.206, -0.207, 0.228], [-0.054, -0.171, -0.321], [-0.079, -0.190, -0.094], [0.755, 0.773, -0.208], [-0.938, 0.041, -0.041], [0.395, 0.020, -0.407], [0.150, 0.228, 0.048], [0.085, 0.024, -0.102], [-0.021, 0.120, -0.062], [-0.238, -0.021, 0.019], [0.168, 0.262, 0.020], [-0.125, 0.144, 0.068], [-0.538, -0.435, 0.314], [0.047, 0.036, -0.012], [0.361, 0.381, -0.396], [0.488, -1.073, -0.115], [-0.114, -0.298, 0.131], [-0.003, -0.151, -0.043], [0.359, 0.109, 0.006], [-0.779, 1.049, -1.160], [0.497, 0.402, -0.606], [0.075, 0.050, 0.072], [-0.562, -0.582, 0.937], [0.023, -0.026, 0.029], [0.012, 0.045, -0.077], [-0.090, 0.044, 0.024], [-0.071, 0.090, -0.166], [0.015, 0.055, 0.018], [-0.319, -0.236, 0.546], [0.189, 0.216, 0.207], [-0.090, -0.098, -0.023], [-0.819, -0.433, -0.336], [0.137, 0.134, -0.086], [0.715, 0.170, 0.371], [-0.136, -0.081, -0.071], [-0.117, 0.027, -0.156], [-0.033, 0.031, 0.005], [0.111, 0.034, 0.141], [-0.130, -0.133, -0.141], [0.368, -0.006, -0.282], [-0.082, -0.038, 0.060], [-0.084, -0.044, 0.149], [-0.087, -0.068, 0.111], [-0.103, 0.054, 0.002], [-0.043, -0.114, -0.063], [-0.119, -0.052, 0.029], [-0.039, -0.008, 0.068], [0.131, -0.247, 0.240], [-0.085, 0.087, -0.074], [0.022, -0.078, 0.016], [0.148, 0.097, -0.156], [0.019, 0.200, -0.065], [0.055, -0.040, -0.172], [-0.098, 0.093, -0.014], [-0.002, -0.047, -0.090], [-0.013, -0.082, -0.081], [0.045, 0.066, -0.078], [0.031, -0.024, 0.075], [0.102, 0.003, -0.018], [0.000, -0.038, -0.092], [0.005, -0.043, 0.004], [-0.104, 0.115, 0.151], [-0.157, 0.081, -0.020], [-0.106, -0.064, 0.040], [-0.069, -0.118, -0.033], [-0.005, 0.010, 0.129], [-0.174, -0.146, 0.004], [0.095, -0.011, -0.094], [0.048, 0.089, -0.026], [-0.052, 0.036, 0.105], [0.191, 0.011, 0.170], [-0.082, -0.058, 0.056], [0.024, 0.007, 0.034], [0.045, 0.058, 0.264], [0.090, 0.095, 0.100], [0.098, 0.064, 0.011], [0.065, -0.014, 0.094], [0.054, -0.083, 0.003], [-0.155, -0.060, -0.081], [0.065, 0.120, 0.056], [0.038, 0.052, 0.149], [0.031, 0.016, -0.158], [0.138, -0.045, 0.061], [0.097, -0.035, 0.044], [0.100, 0.177, 0.061]], "lowdin_spin": [0.0589, 4.5851, 0.0504, 0.0826, 0.0130, 0.0518, 0.0069, 0.0284, 0.0234, 0.0043, 0.0003, 0.0002, 0.0001, 0.0001, 0.0010, 0.0010, 0.0048, 0.0001, 0.0162, 0.0071, 0.0027, 0.0005, 0.0012, 0.0123, 0.0032, 0.0025, 0.0045, 0.0000, 0.0001, 0.0001, 0.0006, 0.0000, 0.0015, 0.0007, 0.0003, 0.0017, 0.0061, 0.0040, 0.0052, 0.0004, 0.0031, 0.0009, 0.0001, 0.0004, 0.0001, 0.0000, 0.0002, 0.0001, 0.0000, 0.0000, 0.0004, 0.0026, 0.0009, 0.0004, 0.0005, 0.0007, 0.0000, 0.0000, 0.0001, 0.0000, 0.0000, 0.0002, -0.0001, 0.0003, 0.0001, 0.0010, 0.0001, 0.0000, 0.0000, 0.0000, 0.0000, 0.0000, 0.0000, 0.0001, 0.0027, 0.0000, 0.0002, 0.0002, 0.0000, 0.0000, 0.0000, 0.0000, 0.0000, 0.0000, 0.0000, 0.0001, 0.0001, 0.0000, 0.0015]}

=====

No. 2
{"formula": "C34H46AsCl2IrN2O4STe", "method": "ωB97M-V with the def2-TZVPD basis set", "homo_energy_ev": -6.89, "fmax_ha_per_bohr": 0.0021, "lumo_ev": 0.11, "relative_energy_kcal_mol": 0.0, "gap_ev": 7.0, "species": ["Ir", "Te", "As", "Cl", "Cl", "S", "O", "O", "O", "O", "N", "N", "C", "C", "C", "C", "C", "C", "C", "C", "C", "C", "C", "C", "C", "C", "C", "C", "C", "C", "C", "C", "C", "C", "C", "C", "C", "C", "C", "C", "C", "C", "C", "C", "C", "C", "H", "H", "H", "H", "H", "H", "H", "H", "H", "H", "H", "H", "H", "H", "H", "H", "H", "H", "H", "H", "H", "H", "H", "H", "H", "H", "H", "H", "H", "H", "H", "H", "H", "H", "H", "H", "H", "H", "H", "H", "H", "H", "H", "H", "H", "H"], "coordinates": [[-0.026153, -0.028141, -0.378517], [-0.016289, -2.378321, -1.505181], [0.027886, 0.984806, -2.589807], [-5.377362, -1.088515, -1.652998], [-4.896142, 1.652339, -0.744648], [-0.191767, -0.816082, 1.809179], [-2.629189, -0.109751, -2.383195], [0.084565, 2.121868, 0.388715], [-2.067446, 0.029353, -0.207369], [2.017116, 0.026734, -0.310113], [2.524661, -1.256226, 1.609329], [1.426298, -2.181631, 3.351751], [-0.703329, -4.112004, 0.942718], [6.554309, -0.596688, 0.753509], [4.594646, -0.433343, -1.200305], [5.932851, -0.413370, -1.560743], [-0.172004, -0.044077, -4.209992], [1.651074, 3.956643, -4.145946], [5.216268, -0.636949, 1.111601], [-0.629058, 2.587155, 1.557465], [2.712551, -2.733276, 3.788233], [4.228407, -0.542073, 0.136900], [-2.883857, -0.060762, -1.196228], [2.453352, 2.712354, -6.483572], [3.526995, -1.755122, 4.623262], [1.844150, -5.130069, 1.378195], [1.347390, -1.442087, 2.235165], [0.255101, -2.453444, 4.181536], [0.820599, -5.496332, 2.235499], [1.062927, -6.437425, 3.384884], [2.154759, 4.067264, -6.494666], [6.914888, -0.485797, -0.582867], [-2.111469, -3.623097, 0.734765], [2.796213, -3.970629, -0.605601], [-0.449795, -4.986134, 1.993013], [-1.134147, 2.510650, -2.829988], [1.634882, -4.258532, 0.308289], [-4.335924, -0.040741, -0.694424], [1.940848, 2.593839, -4.122462], [1.801722, 1.800074, -2.861409], [1.755953, 4.688063, -5.319478], [0.358013, -3.719858, 0.108289], [2.776705, -0.587804, 0.507968], [2.348541, 1.984496, -5.307491], [0.264281, 2.631006, 2.775394], [-0.041419, -1.354734, 5.194582], [-0.598703, -2.604023, 3.522969], [2.641571, -4.437227, -1.580873], [-0.944020, -1.602974, 5.754728], [2.507101, 0.972010, -2.833638], [2.590080, 0.927572, -5.305746], [2.123754, -6.663080, 3.493492], [0.706439, -6.013281, 4.326641], [-0.302862, 2.981746, 3.638565], [0.775419, -1.234607, 5.905839], [3.021869, -1.504454, 5.555923], [6.209481, -0.345233, -2.604907], [1.341791, 4.449598, -3.231011], [2.838640, -5.536607, 1.534409], [7.960461, -0.463583, -0.862041], [-0.996276, 3.187393, -1.987572], [-2.779191, -4.055357, 1.481065], [1.026113, 2.307231, 0.498242], [0.533099, -7.380761, 3.239117], [-0.206728, -0.401886, 4.690998], [-1.138751, -0.539771, -4.179011], [-1.271152, -5.279557, 2.640350], [2.486686, -3.633084, 4.362057], [3.268501, -3.032879, 2.904770], [3.820228, -0.397451, -1.953134], [0.623917, -0.786779, -4.255632], [3.722740, -4.360941, -0.182903], [2.237513, 4.636441, -7.411167], [4.923096, -0.745238, 2.146858], [-1.462011, 1.897061, 1.684501], [-1.027886, 3.576809, 1.326709], [-2.162742, 2.162065, -2.856462], [2.918707, -2.906101, -0.789224], [1.528104, 5.746334, -5.315317], [0.438546, -3.401116, 4.688470], [0.660413, 1.640205, 2.997135], [7.318644, -0.657480, 1.517504], [2.773079, 2.219804, -7.392964], [1.095856, 3.325095, 2.624624], [-0.110429, 0.619207, -5.071361], [-2.474724, -3.893511, -0.257865], [4.496201, -2.190466, 4.871352], [-4.389100, -0.360517, 0.338846], [-2.166539, -2.535225, 0.804479], [3.693650, -0.832962, 4.065996], [-0.883931, 3.020383, -3.759091], [2.001539, 2.415568, -1.982963]], "forces_ev_per_a": [[-0.039, -0.024, -0.087], [0.011, 0.024, 0.010], [0.051, -0.003, -0.030], [0.002, 0.007, 0.003], [0.000, 0.011, 0.002], [-0.012, -0.025, 0.067], [-0.016, 0.006, 0.033], [0.089, 0.064, 0.012], [-0.014, 0.013, -0.019], [-0.021, -0.051, -0.009], [-0.036, -0.043, -0.001], [0.001, -0.029, -0.019], [0.011, 0.012, 0.002], [0.004, 0.005, 0.002], [-0.008, 0.005, 0.000], [0.007, -0.001, 0.004], [-0.020, -0.006, -0.005], [-0.003, 0.001, 0.003], [-0.003, -0.008, 0.009], [-0.050, -0.026, -0.012], [0.001, 0.000, 0.009], [-0.006, 0.014, -0.003], [0.001, -0.022, -0.011], [0.003, -0.002, 0.002], [-0.011, 0.012, -0.003], [-0.004, -0.005, -0.020], [0.022, 0.050, 0.059], [-0.001, -0.004, -0.001], [-0.015, 0.003, 0.002], [-0.004, -0.001, 0.003], [-0.004, 0.002, 0.001], [-0.003, -0.001, -0.001], [-0.002, -0.004, 0.001], [0.005, -0.028, 0.006], [0.010, -0.011, 0.005], [-0.018, 0.003, 0.013], [0.000, 0.012, 0.013], [-0.003, -0.010, 0.001], [0.002, 0.000, -0.002], [0.003, -0.008, 0.006], [0.002, -0.002, -0.005], [-0.016, 0.005, -0.010], [0.077, 0.026, -0.040], [-0.003, 0.000, -0.004], [0.009, 0.022, -0.002], [-0.001, 0.004, -0.003], [-0.012, -0.002, 0.008], [0.009, 0.004, -0.001], [-0.002, 0.001, -0.004], [0.007, -0.007, 0.002], [0.000, -0.001, 0.002], [-0.001, 0.002, 0.002], [0.001, 0.000, 0.001], [0.000, -0.001, 0.001], [0.004, -0.001, 0.005], [0.002, -0.001, 0.009], [-0.001, 0.001, 0.001], [0.003, 0.000, 0.002], [-0.001, 0.002, 0.003], [0.000, -0.001, 0.000], [0.000, 0.004, -0.001], [0.000, 0.001, 0.003], [-0.002, -0.032, 0.018], [0.001, 0.000, -0.004], [-0.003, -0.010, 0.001], [0.020, 0.011, 0.007], [0.001, -0.001, -0.001], [0.002, 0.005, -0.008], [0.011, 0.000, -0.005], [-0.004, 0.005, -0.009], [-0.003, -0.004, -0.012], [-0.005, 0.002, 0.002], [0.000, 0.000, 0.000], [0.003, 0.000, -0.012], [0.013, 0.004, 0.017], [-0.025, -0.011, -0.009], [0.005, 0.003, -0.007], [-0.005, 0.045, 0.001], [0.000, 0.000, 0.000], [0.005, 0.007, 0.004], [-0.007, 0.005, -0.001], [0.000, -0.001, 0.000], [0.001, 0.001, 0.000], [-0.001, -0.003, -0.001], [0.007, 0.006, -0.001], [-0.006, -0.002, 0.004], [0.003, 0.000, -0.004], [0.000, -0.001, -0.003], [0.005, 0.001, -0.004], [0.000, -0.012, 0.006], [-0.004, -0.003, -0.001], [-0.019, -0.003, 0.011]], "lowdin_charge": [0.6462, 1.0660, 1.0558, 0.6168, 0.5932, 0.7638, -0.0626, -0.2284, -0.3025, -0.2495, 0.1330, -0.0964, -0.3357, -0.0756, -0.0239, -0.0701, -0.2816, -0.0673, -0.0193, -0.2750, -0.1989, -0.1399, -0.7991, -0.0818, -0.0662, -0.0334, -0.6344, -0.2465, -0.2808, -0.0515, -0.0943, -0.0846, -0.1021, -0.0849, -0.0358, -0.2290, -0.3169, -1.0046, -0.3055, -0.2905, -0.0834, -0.4975, -0.4321, -0.0613, -0.0783, -0.0671, 0.0751, 0.0793, 0.0799, 0.0523, 0.1126, 0.0738, 0.0697, 0.0855, 0.0637, 0.0617, 0.1046, 0.1121, 0.1142, 0.1021, 0.0314, 0.0771, 0.0906, 0.0815, 0.0519, 0.0200, 0.1199, 0.1144, 0.1052, 0.0988, 0.0136, 0.0788, 0.0999, 0.0935, 0.0979, 0.1193, 0.0233, 0.0274, 0.1024, 0.1118, 0.0441, 0.1025, 0.1029, 0.0830, 0.0341, 0.0683, 0.0783, 0.0594, 0.0264, 0.0616, 0.0311, 0.0765]}